Record 1
{
  "formula": "CHF2NO3",
  "method": "the ωB97M-V functional and the def2-TZVPD basis",
  "total_charge": 0,
  "smiles": "O=[N+]([O-])C(O)(F)F",
  "largest_force_ha_per_bohr": 0.0817,
  "homo_lumo_gap_ev": 11.77,
  "symbols": ["C", "N", "O", "O", "O", "F", "F", "H"],
  "xyz": [[-0.436, 0.122, 0.116], [1.053, -0.300, 0.339], [1.832, 0.475, -0.036], [1.186, -1.401, 0.851], [-0.674, -0.060, -1.186], [-1.117, -0.691, 0.905], [-0.558, 1.345, 0.574], [-1.287, 0.510, -1.564]]
}

---

Record 2
{
  "formula": "CHF2O2S",
  "method": "the ωB97M-V functional and the def2-TZVPD basis",
  "total_charge": -1,
  "largest_force_ha_per_bohr": 0.0807,
  "homo_lumo_gap_ev": 7.61,
  "symbols": ["C", "O", "O", "F", "F", "S", "H"],
  "xyz": [[0.804, 0.084, -0.278], [-1.392, -1.484, 0.787], [-1.884, 0.908, 0.507], [1.433, 0.477, 0.895], [1.242, 1.147, -1.129], [-1.311, -0.302, -0.128], [1.108, -0.830, -0.653]]
}

---

Record 3
{
  "formula": "CHF2O3S",
  "method": "the ωB97M-V functional and the def2-TZVPD basis",
  "total_charge": -1,
  "smiles": "O=S(=O)([O-])C(F)F",
  "largest_force_ha_per_bohr": 0.0876,
  "homo_lumo_gap_ev": 9.57,
  "symbols": ["C", "O", "O", "O", "F", "F", "S", "H"],
  "xyz": [[-0.878, 0.441, -0.150], [0.917, -1.618, -0.917], [0.996, -1.046, 1.477], [1.800, 0.595, -0.209], [-2.006, 0.051, -0.877], [-1.325, 0.827, 1.114], [0.993, -0.560, 0.125], [-0.497, 1.310, -0.562]]
}

---

Record 4
{
  "formula": "CHF3N3P3",
  "method": "the ωB97M-V functional and the def2-TZVPD basis",
  "total_charge": 0,
  "largest_force_ha_per_bohr": 0.0776,
  "homo_lumo_gap_ev": [6.62, 6.62],
  "symbols": ["C", "N", "N", "N", "F", "F", "F", "P", "P", "P", "H"],
  "xyz": [[-1.030, 0.798, 1.153], [0.183, 0.195, -1.912], [-0.553, -1.920, -0.630], [1.613, -0.564, 0.148], [-1.468, 0.921, -0.187], [-2.028, 1.327, 1.944], [0.045, 1.645, 1.101], [1.299, 0.750, -0.993], [-0.696, -1.185, -2.054], [0.269, -1.537, 0.629], [2.366, -0.431, 0.801]]
}

---

Record 5
{
  "formula": "CHF3NO2S",
  "method": "the ωB97M-V functional and the def2-TZVPD basis",
  "total_charge": -1,
  "largest_force_ha_per_bohr": 0.0403,
  "homo_lumo_gap_ev": [7.63, 7.44],
  "symbols": ["C", "N", "O", "O", "F", "F", "F", "S", "H"],
  "xyz": [[1.365, -0.767, 0.013], [-0.755, -0.211, -0.414], [-1.524, 1.971, -1.341], [-1.821, 1.547, 1.179], [2.055, -0.033, 0.894], [1.303, -2.008, 0.579], [2.094, -0.756, -1.108], [-1.853, 1.027, -0.245], [-0.865, -0.771, 0.443]]
}

---

Record 6
{
  "formula": "CHF3NO2S",
  "method": "the ωB97M-V functional and the def2-TZVPD basis",
  "total_charge": -1,
  "largest_force_ha_per_bohr": 0.0797,
  "homo_lumo_gap_ev": 8.13,
  "symbols": ["C", "N", "O", "O", "F", "F", "F", "S", "H"],
  "xyz": [[1.432, 0.016, -0.020], [-3.565, -0.204, 1.214], [-3.847, -0.116, -1.306], [-1.795, 0.741, -0.308], [2.128, 0.463, 1.079], [1.493, -1.385, 0.032], [2.131, 0.401, -1.106], [-3.095, 0.073, -0.072], [0.338, 0.435, -0.104]]
}

---

Record 7
{
  "formula": "CHF3NO3S2Sc",
  "method": "the ωB97M-V functional and the def2-TZVPD basis",
  "total_charge": 2,
  "largest_force_ha_per_bohr": 0.0786,
  "homo_lumo_gap_ev": 7.92,
  "symbols": ["Sc", "N", "S", "O", "S", "O", "O", "C", "F", "F", "F", "H"],
  "xyz": [[-2.691, 1.589, -0.508], [0.296, -0.600, -1.168], [1.372, -0.336, -2.270], [1.045, -1.110, -3.453], [0.358, 0.313, 0.192], [-1.029, 0.765, 0.443], [1.423, 1.291, 0.232], [0.679, -1.009, 1.495], [1.562, -0.568, 2.353], [-0.462, -1.271, 2.086], [1.128, -2.068, 0.866], [-3.681, 3.004, -0.269]]
}

---

Record 8
{
  "formula": "CHF3O2PS",
  "method": "the ωB97M-V functional and the def2-TZVPD basis",
  "total_charge": -1,
  "smiles": "[O-][P@@](O)(=S)C(F)(F)F",
  "largest_force_ha_per_bohr": 0.0715,
  "homo_lumo_gap_ev": 8.29,
  "symbols": ["C", "O", "O", "F", "F", "F", "P", "S", "H"],
  "xyz": [[0.946, 0.852, -0.246], [0.186, -1.968, -0.643], [-1.616, -0.200, -0.373], [1.831, 0.989, 0.682], [0.392, 2.027, -0.502], [1.651, 0.653, -1.356], [-0.251, -0.902, 0.276], [-0.595, -1.049, 2.190], [-2.543, -0.402, -0.028]]
}

---

Record 9
{
  "formula": "CHF3OS2",
  "method": "the ωB97M-V functional and the def2-TZVPD basis",
  "total_charge": 0,
  "smiles": "O=[S@H](=S)C(F)(F)F",
  "largest_force_ha_per_bohr": 0.0636,
  "homo_lumo_gap_ev": 7.57,
  "symbols": ["C", "O", "F", "F", "F", "S", "S", "H"],
  "xyz": [[0.667, -0.675, -0.241], [-0.375, 0.838, 1.772], [0.010, -1.788, -0.503], [1.561, -0.894, 0.705], [1.282, -0.260, -1.343], [-2.835, 0.350, -0.517], [-0.559, 0.710, 0.356], [0.249, 1.720, -0.228]]
}

---

Record 10
{
  "formula": "CHF4N2",
  "method": "the ωB97M-V functional and the def2-TZVPD basis",
  "total_charge": 1,
  "smiles": "FNC(F)=[N+](F)F",
  "largest_force_ha_per_bohr": 0.0665,
  "homo_lumo_gap_ev": 10.86,
  "symbols": ["C", "N", "N", "F", "F", "F", "F", "H"],
  "xyz": [[0.061, -0.424, -0.132], [1.227, 0.045, 0.276], [-1.177, 0.131, -0.026], [-0.003, -1.735, -0.475], [1.327, 1.233, 0.898], [-2.164, -0.425, -0.727], [-1.390, 1.456, 0.138], [2.120, -0.281, 0.048]]
}

---

Record 11
{
  "formula": "CHF4NO",
  "method": "the ωB97M-V functional and the def2-TZVPD basis",
  "total_charge": 0,
  "largest_force_ha_per_bohr": 0.0854,
  "homo_lumo_gap_ev": [11.46, 7.83],
  "symbols": ["C", "N", "O", "F", "F", "F", "F", "H"],
  "xyz": [[0.686, 0.755, 0.195], [-2.446, 0.407, 0.572], [-0.284, 1.487, 0.402], [1.722, 0.641, 1.147], [1.310, 0.955, -1.027], [-1.860, -0.722, 0.208], [-2.849, 0.931, -0.569], [0.179, -0.318, -0.034]]
}

---

Record 12
{
  "formula": "CHFHgLiO2",
  "method": "the ωB97M-V functional and the def2-TZVPD basis",
  "total_charge": 0,
  "s2": 0.758,
  "spin_multiplicity": 2,
  "largest_force_ha_per_bohr": 0.0322,
  "homo_lumo_gap_ev": [9.05, 5.65],
  "symbols": ["F", "C", "H", "O", "O", "Li", "Hg"],
  "xyz": [[2.387, -1.055, -0.416], [-0.691, 1.457, -0.110], [-1.441, 2.156, 0.315], [-0.357, -0.748, -0.234], [-0.944, 0.358, 0.455], [0.936, 0.373, -1.247], [0.110, -2.541, 1.238]]
}

---

Record 13
{
  "formula": "CHFIO3S",
  "method": "the ωB97M-V functional and the def2-TZVPD basis",
  "total_charge": -1,
  "smiles": "O=S(=O)([O-])[C@H](F)I",
  "largest_force_ha_per_bohr": 0.0380,
  "homo_lumo_gap_ev": 8.30,
  "symbols": ["C", "O", "O", "O", "F", "S", "I", "H"],
  "xyz": [[0.028, 0.915, -0.351], [1.449, -1.560, 0.165], [0.211, -0.493, 1.940], [-1.005, -1.627, 0.073], [-0.967, 1.553, 0.377], [0.179, -0.946, 0.557], [-0.739, 0.487, -2.330], [0.843, 1.672, -0.431]]
}

---

Record 14
{
  "formula": "CHFO2",
  "method": "the ωB97M-V functional and the def2-TZVPD basis",
  "total_charge": 0,
  "largest_force_ha_per_bohr": 0.0822,
  "homo_lumo_gap_ev": 12.35,
  "symbols": ["C", "O", "O", "F", "H"],
  "xyz": [[1.262, 0.119, 0.961], [1.754, -0.788, 0.499], [-1.108, -0.127, -0.163], [-1.198, 0.204, -1.543], [-0.711, 0.591, 0.246]]
}

---

Record 15
{
  "formula": "CHFO2V",
  "method": "the ωB97M-V functional and the def2-TZVPD basis",
  "total_charge": 2,
  "s2": 3.773,
  "spin_multiplicity": 4,
  "largest_force_ha_per_bohr": 0.0564,
  "homo_lumo_gap_ev": [8.22, 9.44],
  "symbols": ["F", "O", "V", "O", "C", "H"],
  "xyz": [[-1.200, 2.221, 0.288], [0.047, 2.712, -0.397], [1.350, 1.819, 0.562], [-0.296, -0.281, -0.347], [-1.410, -0.408, -0.289], [-2.382, -0.899, -0.127]]
}

---

Record 16
{
  "formula": "CHFOS2",
  "method": "the ωB97M-V functional and the def2-TZVPD basis",
  "total_charge": 0,
  "largest_force_ha_per_bohr": 0.0390,
  "homo_lumo_gap_ev": [6.67, 8.54],
  "symbols": ["C", "O", "F", "S", "S", "H"],
  "xyz": [[1.186, 0.042, 0.328], [-0.923, -0.645, 0.379], [1.528, 0.005, -0.924], [1.903, -0.097, 1.668], [-1.742, -0.308, -0.824], [-1.952, 1.002, -0.627]]
}

---

Record 17
{
  "formula": "CHFeO3",
  "method": "the ωB97M-V functional and the def2-TZVPD basis",
  "total_charge": 1,
  "s2": 6.112,
  "spin_multiplicity": 5,
  "largest_force_ha_per_bohr": 0.1266,
  "homo_lumo_gap_ev": [6.39, 7.05],
  "symbols": ["C", "O", "O", "Fe", "O", "H"],
  "xyz": [[-1.281, -0.032, -0.354], [-1.535, -1.108, 0.330], [-0.065, -0.052, -0.554], [1.789, 0.349, -0.018], [-2.284, 0.453, 0.214], [3.377, 0.389, 0.382]]
}

---

Record 18
{
  "formula": "CHGdO2",
  "method": "the ωB97M-V functional and the def2-TZVPD basis",
  "total_charge": 1,
  "s2": 20.032,
  "spin_multiplicity": 9,
  "largest_force_ha_per_bohr": 0.1090,
  "homo_lumo_gap_ev": [8.56, 9.13],
  "symbols": ["H", "O", "O", "C", "Gd"],
  "xyz": [[-1.157, 1.767, 1.201], [0.561, 0.605, 0.958], [-1.242, 0.598, -0.284], [-0.455, 1.201, 0.510], [0.434, -1.215, -0.767]]
}

---

Record 19
{
  "formula": "CHI2NO",
  "method": "the ωB97M-V functional and the def2-TZVPD basis",
  "total_charge": 0,
  "s2": 2.013,
  "spin_multiplicity": 3,
  "largest_force_ha_per_bohr": 0.0655,
  "homo_lumo_gap_ev": [7.47, 6.13],
  "symbols": ["C", "N", "O", "I", "I", "H"],
  "xyz": [[-0.448, 0.042, 1.227], [0.215, -0.792, 0.759], [0.768, -1.765, 0.300], [-0.617, 2.062, 1.583], [-0.533, -0.149, -2.306], [0.615, 0.602, -1.562]]
}

---

Record 20
{
  "formula": "CHI2O3S",
  "method": "the ωB97M-V functional and the def2-TZVPD basis",
  "total_charge": -1,
  "largest_force_ha_per_bohr": 0.1111,
  "homo_lumo_gap_ev": 8.11,
  "symbols": ["C", "O", "O", "O", "S", "I", "I", "H"],
  "xyz": [[-0.606, 0.671, 0.215], [0.634, -0.450, -1.934], [-0.359, -1.966, -0.236], [1.664, -0.675, 0.314], [0.512, -0.747, -0.495], [-1.025, 0.311, 2.324], [0.690, 2.293, 0.122], [-1.510, 0.563, -0.309]]
}